A cluster of 7 separate species, H14O7 in total in a non-equilibrium geometry. Source: OMol25; level of theory: the ωB97M-V functional and the def2-TZVPD basis.

```
21
H14O7 the ωB97M-V functional and the def2-TZVPD basis
O -0.09 0.23 0.01
H -0.36 -0.56 -0.51
H 0.77 0.00 0.60
O -3.73 -0.15 -0.27
H -3.83 -0.85 0.57
H -3.26 0.66 0.09
O -2.09 1.30 1.23
H -1.23 1.07 0.70
H -2.29 2.27 1.01
O 1.94 1.42 -1.28
H 1.19 1.08 -0.80
H 1.90 2.39 -1.09
O -1.53 -1.72 -1.11
H -1.75 -1.67 -2.07
H -2.34 -1.28 -0.77
O 3.55 -0.46 -0.18
H 4.41 -0.02 0.11
H 3.03 0.38 -0.59
O 1.73 -1.07 1.63
H 2.67 -1.06 1.23
H 1.33 -1.95 1.49
```

Values from the calculation:
* LUMO level: 0.5023 eV
* net charge: 0
* DFT total energy: -14559.835 eV
* orbital gap: 11.500 eV

Charges obtained by Mulliken population analysis, quoted in units of e: -0.967, 0.364, 0.443, -0.792, 0.361, 0.409, -0.785, 0.518, 0.337, -0.749, 0.501, 0.347, -0.735, 0.330, 0.400, -0.756, 0.327, 0.441, -0.748, 0.422, 0.334